Entry 1:
72
Properties=species:S:1:pos:R:3 method="wB97M-V/def2-TZVPD" de_lowest_ev=1.004 lumo_energy_ev="-0.37 / -0.68" orbital_gap_ev="6.152 / 5.884" spin_multiplicity=2 s2=0.759
Re -0.290 -0.546 -0.929
Sb -3.079 0.484 1.291
Se -2.559 -1.242 -0.598
Se -0.571 1.089 0.766
Se -4.314 2.329 0.372
Se -3.527 -0.427 3.422
P 2.145 -2.631 -0.634
O 0.054 -1.302 -3.231
N 1.935 -3.893 -1.658
N 3.219 -1.635 -1.427
N -1.950 2.564 -2.111
N 2.732 -3.239 0.773
N -0.849 0.632 -2.728
N 0.813 -1.832 -0.269
N -0.631 0.002 -4.997
C 4.287 0.542 -1.875
C -0.456 -0.256 -3.671
C 5.224 -1.562 -2.842
C 4.601 -2.099 -1.550
C -1.691 2.053 -4.444
C -1.252 1.169 -5.356
C 0.898 -4.860 -1.269
C 4.679 -0.164 -3.165
C 2.237 -3.793 -3.098
C 3.104 -0.177 -1.232
C -1.504 1.756 -3.046
C 0.082 -4.989 -3.652
C -0.192 -0.998 -5.962
C 1.599 -4.952 -3.846
C 4.340 -3.676 3.092
C -0.307 -4.720 -2.187
C 3.455 -4.505 0.865
C 2.313 -2.621 2.053
C 4.687 -4.353 1.748
C 2.840 -3.434 3.225
H 1.850 -4.860 -4.904
H 1.861 -2.845 -3.494
H -0.687 -3.702 -2.070
H 2.302 -4.383 3.296
H 2.795 -5.288 1.257
H 3.737 -4.821 -0.139
H 3.320 -3.810 -3.247
H -1.371 1.324 -6.419
H -0.633 -1.960 -5.710
H -1.101 -5.393 -1.862
H -2.193 2.957 -4.750
H 2.047 -5.891 -3.509
H 5.429 -3.759 1.209
H 2.720 -1.606 2.111
H 4.614 -3.191 -1.548
H 6.309 -1.532 -2.723
H 5.139 0.560 -1.190
H 5.131 -5.338 1.906
H 5.180 -1.787 -0.671
H 4.855 -2.715 3.164
H -1.968 2.278 -1.131
H 5.414 0.416 -3.724
H 1.312 -5.873 -1.287
H -2.584 3.310 -2.347
H 5.015 -2.245 -3.667
H 0.607 -4.648 -0.238
H 3.010 0.090 -0.173
H 2.616 -2.890 4.143
H -0.388 -4.243 -4.297
H -0.296 -5.960 -3.979
H -0.517 -0.686 -6.951
H 2.183 0.155 -1.727
H 3.792 -0.252 -3.801
H 0.894 -1.087 -5.938
H 4.697 -4.278 3.928
H 4.008 1.583 -2.045
H 1.226 -2.535 2.084

---

Entry 2:
45
Properties=species:S:1:pos:R:3 method="wB97M-V/def2-TZVPD" charge=+1 de_lowest_ev=0.000 lumo_energy_ev=-3.23 orbital_gap_ev=7.365
Ca 1.298 0.691 -1.532
S -1.731 -1.074 -2.475
O -0.466 -0.220 -2.485
O 2.510 -0.989 -0.787
N 0.972 0.371 0.730
N -0.020 2.576 -0.503
N 1.616 -0.686 1.329
C -3.964 0.424 -2.876
C -0.580 3.626 -1.104
C -1.551 4.422 -0.522
C 4.096 -3.079 0.097
C -2.831 -0.240 -3.663
C -0.020 0.923 2.914
C 3.934 -3.869 2.752
C -1.394 3.023 1.404
C 4.801 -4.520 1.884
C -0.414 2.277 0.753
C -2.678 -0.490 -1.054
C 0.225 1.120 1.454
C 3.150 -2.824 2.296
C 3.227 -2.422 0.964
C -3.397 0.774 -1.505
C -1.969 4.106 0.759
C 2.397 -1.297 0.451
C 4.881 -4.123 0.557
H -0.232 3.848 -2.107
H -3.156 -0.955 -4.415
H -3.379 -1.290 -0.802
H -1.957 5.262 -1.066
H 0.132 1.853 3.463
H -1.697 2.761 2.406
H 0.653 0.161 3.294
H 3.872 -4.180 3.787
H 5.556 -4.627 -0.122
H -1.047 0.597 3.097
H 2.475 -2.311 2.966
H -2.728 4.695 1.255
H -1.972 -0.384 -0.230
H -4.794 -0.275 -2.759
H 5.414 -5.336 2.243
H 4.147 -2.762 -0.935
H -4.172 1.057 -0.794
H -2.687 1.603 -1.569
H -2.173 0.491 -4.135
H -4.344 1.290 -3.417

---

Entry 3:
30
Properties=species:S:1:pos:R:3 method="wB97M-V/def2-TZVPD" charge=+1 lumo_energy_ev=-3.65 orbital_gap_ev=8.997
F 2.839 1.246 -0.541
F 2.387 -0.118 1.092
F 1.008 0.090 -0.570
O -0.541 -5.947 -1.124
O 1.220 -5.067 -0.027
O 0.374 -4.000 -1.791
N -0.742 3.391 0.279
N -3.064 3.030 0.650
N -3.847 1.930 0.636
N -1.794 1.271 0.206
C 1.854 0.770 0.236
C -3.053 0.893 0.372
C 0.613 2.928 -0.011
C 0.273 -5.098 -0.997
C 2.136 -4.009 -0.320
C -1.797 2.593 0.374
C 1.139 1.875 0.971
C 1.296 -3.091 -1.184
H -0.891 4.378 0.384
H 0.691 2.590 -1.036
H 2.480 -3.541 0.598
H -4.839 1.885 0.808
H -3.378 -0.125 0.292
H 0.348 1.408 1.540
H 1.870 -2.568 -1.945
H 2.992 -4.420 -0.857
H 1.249 3.796 0.071
H 1.833 2.311 1.674
H -3.390 3.966 0.815
H 0.734 -2.367 -0.596

---

Entry 4:
16
Properties=species:S:1:pos:R:3 method="wB97M-V/def2-TZVPD" de_lowest_ev=0.252 smiles="NC(=O)CCCS" lumo_energy_ev=0.72 orbital_gap_ev=9.623
S 1.912 -0.915 -0.227
O -0.042 1.160 1.680
N -2.066 0.404 1.023
C -0.528 1.140 -0.678
C -0.430 -0.148 -1.536
C -0.819 0.905 0.785
C 0.225 -1.291 -0.791
H -0.367 -1.620 0.049
H 0.424 -2.118 -1.455
H -2.491 0.319 1.926
H 0.324 1.802 -0.772
H -1.379 1.708 -1.056
H -1.455 -0.398 -1.841
H 1.682 -0.166 0.861
H 0.157 0.107 -2.414
H -2.604 0.175 0.209

---

Entry 5:
21
Properties=species:S:1:pos:R:3 method="wB97M-V/def2-TZVPD" charge=+1 de_lowest_ev=6.615 lumo_energy_ev="-5.59 / -5.58" orbital_gap_ev="7.148 / 7.153"
O -0.326 1.406 0.879
N 2.098 0.043 0.039
N -2.163 -0.304 0.193
N -0.085 -0.881 -0.610
N 4.240 0.722 -0.110
C 3.007 1.118 -0.108
C -1.233 -1.084 0.157
C 3.015 -1.066 0.208
C -3.240 0.228 0.543
C 0.851 -0.073 -0.275
C 4.236 -0.573 0.188
C -4.317 0.071 -0.517
H -4.724 -0.836 -0.329
H -3.753 -0.051 -1.469
H 0.231 2.156 1.020
H 2.742 2.085 -0.196
H 2.474 -2.047 0.323
H -3.287 0.984 1.290
H -5.034 0.893 -0.474
H 0.182 -1.693 -1.133
H 5.088 -1.097 0.380

---

Entry 6:
21
Properties=species:S:1:pos:R:3 method="wB97M-V/def2-TZVPD" charge=+2 de_lowest_ev=0.141 lumo_energy_ev="-9.01 / -10.95" orbital_gap_ev="7.530 / 7.171" spin_multiplicity=6 s2=8.761
Ru 0.466 0.933 -1.055
O 2.374 0.111 -1.083
O 0.219 -0.887 -0.149
O -2.302 0.522 -0.695
O 1.067 2.108 0.449
C -1.998 -0.245 0.437
C 1.381 -1.610 0.157
C -1.539 1.745 -0.860
C -1.065 -1.413 0.183
C 2.548 -0.729 -0.182
H -1.909 2.210 -1.789
H -1.022 -2.030 1.093
H 1.411 -2.527 -0.459
H -1.522 0.400 1.199
H -1.818 2.442 -0.047
H -2.934 -0.659 0.841
H 1.893 1.704 0.988
H 1.453 -1.895 1.221
H 3.546 -1.177 -0.037
H 1.154 3.066 0.420
H -1.405 -2.068 -0.632